Record 1
{"formula": "C37H33AsMoN2O2S2SbSe5", "method": "wB97M-V/def2-TZVPD", "species": ["H", "C", "C", "C", "C", "H", "H", "C", "H", "C", "H", "H", "S", "C", "H", "Se", "C", "H", "C", "C", "H", "C", "C", "H", "O", "S", "Se", "Se", "N", "H", "H", "C", "H", "H", "H", "C", "C", "N", "Se", "C", "H", "C", "H", "C", "C", "O", "H", "H", "H", "C", "H", "C", "C", "C", "C", "H", "H", "H", "C", "H", "C", "H", "H", "H", "C", "C", "Mo", "C", "H", "H", "H", "C", "H", "H", "Se", "C", "C", "C", "C", "As", "C", "Sb", "C", "C"], "xyz": [[4.53983, 2.34702, -3.17015], [-7.90993, -0.05107, 1.97614], [-1.32738, 4.60012, 0.25599], [2.40689, 2.93630, 4.15202], [-5.97310, -1.18922, 0.85513], [0.92634, 4.32135, -2.26756], [-3.05406, 1.52678, 4.76345], [0.13871, 4.73649, -1.65334], [6.30227, -0.86951, 0.65216], [4.14912, 2.42856, -2.16490], [6.98793, -0.97771, 3.03860], [-0.72206, 2.67587, 2.87704], [-2.90207, 0.21665, 2.75654], [4.52066, 2.70759, 0.20320], [-2.85291, -1.50076, 5.22054], [0.52499, -0.25498, -2.30537], [-1.38958, 6.53128, -1.17481], [-1.67123, 4.08987, 1.14557], [5.56187, -0.80772, 1.43804], [-0.33507, 4.04602, -0.54397], [2.91744, 3.02242, 5.10192], [1.10683, 2.66211, 1.74372], [2.29413, 2.47542, -0.65471], [-4.70046, -2.96388, -1.04528], [2.78704, -0.59696, 4.50807], [-0.76791, -0.44394, 4.68612], [-0.53305, -2.56810, 0.38245], [2.17293, -3.85777, -2.17364], [-0.35696, -0.15541, 2.08113], [-3.94429, 2.73972, -1.04511], [-4.16769, -3.21139, 0.61452], [-2.46822, -0.48620, 5.31418], [-1.80050, 7.50169, -1.41966], [5.20810, 2.82697, 1.03079], [-3.11093, -2.40817, -0.54357], [0.35958, 2.74728, 2.90572], [5.94267, -0.86874, 2.77817], [0.91347, -0.42408, 2.60706], [-2.55804, 0.09515, -1.15934], [1.01669, 2.89032, 4.11948], [-4.64299, 3.38809, 0.44626], [-3.28998, 0.49465, 4.50770], [-2.61710, 6.27804, 0.56914], [-1.23586, -0.14409, 3.03145], [2.77849, 2.36094, -1.94498], [1.61092, -0.20116, 0.45250], [-6.42716, 2.12773, 1.26792], [6.07972, 2.64614, -1.26151], [-4.36013, 0.33000, 4.62563], [-4.07677, 2.55953, 0.02332], [0.45130, 2.94786, 5.03982], [5.01239, 2.59932, -1.08965], [-5.96198, 1.19645, 0.96376], [3.25153, -0.59948, 2.12983], [1.85458, -0.41016, 1.72220], [-8.24786, 0.94878, 2.24356], [5.28264, -0.84732, 4.82680], [-8.67621, -0.50929, 1.34944], [-4.75836, -1.19714, 0.17750], [-2.43523, -0.21304, 6.36814], [3.15250, 2.64903, 0.43415], [3.90693, -0.61438, 0.09449], [-7.84163, -0.64431, 2.88936], [1.88396, -0.51676, 4.14056], [4.22633, -0.67169, 1.12688], [3.64678, -0.66788, 3.47766], [-0.31754, -0.25038, -0.30189], [-0.39320, 5.98024, -1.96673], [4.22850, 2.90431, 3.02844], [2.10682, 2.22806, -2.78543], [-3.08527, 2.55410, 0.47651], [-4.16420, 0.03541, -0.08534], [-0.02032, 6.51948, -2.82742], [-6.45221, -2.13850, 1.07466], [-2.05406, -3.24743, -3.34037], [-4.14578, -2.51087, -0.22176], [-1.85240, 5.84348, -0.06131], [-4.75304, 1.24691, 0.28442], [3.14738, 2.86889, 2.98166], [0.47066, 2.35862, -0.04237], [5.00042, -0.79772, 3.78352], [-0.08245, -3.21750, -2.07830], [-6.58818, -0.01220, 1.25603], [2.49963, 2.73867, 1.75940]], "gap_ev": 5.3, "fmax_ev_per_a": 1.291, "total_charge": 1, "homo_energy_ev": -10.4732, "energy_ha": -17037.3448}



Record 2
{"formula": "C6H30N2O7", "method": "wB97M-V/def2-TZVPD", "species": ["H", "C", "O", "H", "O", "O", "H", "H", "C", "H", "H", "H", "H", "N", "H", "O", "H", "C", "O", "O", "H", "H", "H", "H", "H", "H", "H", "H", "H", "H", "H", "H", "H", "C", "H", "C", "C", "O", "N", "H", "H", "H", "H", "H", "H"], "xyz": [[-0.60054, 2.36807, 2.94966], [0.64904, -0.84178, -0.43146], [-1.84924, -2.94177, 2.63919], [0.34433, 1.86632, -1.82438], [-0.97115, -0.24085, 3.47147], [-3.37346, -0.44236, 1.02812], [-0.29314, 0.57904, -2.68914], [-3.03329, -1.80256, 0.18451], [-0.45608, 2.22144, 0.65097], [4.11438, 0.78712, -3.26174], [1.40814, -0.08423, -0.33254], [0.09876, -2.26564, -1.80452], [-1.54148, -0.57065, -0.82403], [-0.80834, 0.76294, 0.74296], [-1.24169, 2.80273, 0.12978], [1.97561, 1.28392, -4.33007], [-1.02521, -1.05473, 3.16662], [-0.72648, 0.09619, -0.61717], [2.10688, 0.18374, 2.91158], [-2.78834, -2.54647, -0.40645], [-1.36571, 1.73266, -1.97888], [2.27702, -2.87073, -2.32546], [-1.85374, -3.63061, 1.87933], [0.34801, -1.34846, 0.45863], [0.49769, 2.41033, 0.09081], [3.37233, 0.53036, -2.06191], [-2.29915, -2.21404, 2.22127], [0.81657, -0.78595, -2.60822], [1.95055, 0.05460, 3.93399], [-3.48316, -2.93265, -0.93552], [1.35549, 1.98981, -4.00938], [2.53057, 1.31496, -3.45903], [2.67107, -1.91442, -0.70409], [0.02988, 2.69473, 2.06440], [-1.85254, 0.22157, 3.31728], [0.85831, -1.55206, -1.75185], [-0.52434, 1.09590, -1.81747], [3.66334, 1.22294, -2.43391], [2.28731, -2.02444, -1.75730], [2.91221, -0.33712, 2.60598], [-0.25170, 0.32381, 1.40670], [-4.30710, -0.05702, 1.00330], [0.22964, 3.70165, 2.03646], [0.92801, 1.97401, 2.24976], [-2.77926, 0.23967, 1.22177]], "gap_ev": 8.9, "fmax_ev_per_a": 10.657, "total_charge": 0, "homo_energy_ev": -8.6239, "energy_ha": -882.6278, "smiles": "CCN[C@@H](C)CCN.O.O.O.O.O.O.O"}



Record 3
{"formula": "C3H5N3O", "method": "wB97M-V/def2-TZVPD", "species": ["N", "H", "C", "C", "H", "H", "C", "H", "H", "N", "N", "O"], "xyz": [[-1.85183, -0.01032, -0.10212], [2.79726, 0.78005, -0.54224], [-1.14224, -1.05969, -0.08063], [0.04284, 1.11260, 0.04077], [-1.54705, -2.05565, 0.20715], [2.58039, -0.84300, -0.35489], [2.26137, 0.03678, 0.02036], [0.56826, 2.08824, 0.16019], [2.49322, 0.12651, 1.12818], [-1.28369, 1.20424, 0.11389], [0.86145, 0.06147, -0.27070], [0.25684, -1.17776, 0.16640]], "gap_ev": 8.9, "fmax_ev_per_a": 4.320, "total_charge": 0, "homo_energy_ev": -8.5183, "energy_ha": -356.6707, "smiles": "CN1C=NN=CO1"}



Record 4
{"formula": "C5H8BrClO", "method": "wB97M-V/def2-TZVPD", "species": ["H", "Cl", "C", "H", "C", "C", "Br", "C", "H", "H", "H", "C", "O", "H", "H", "H"], "xyz": [[2.85989, 0.15054, 1.36719], [2.73765, 2.23808, 0.45441], [0.24681, 0.48264, 0.77860], [-2.32799, 0.24666, 1.04668], [-0.44053, -0.54354, 0.04115], [2.39535, 0.52079, 0.54862], [2.79592, -0.45262, -0.96219], [-0.49779, 0.07997, -1.41627], [-0.97280, -0.57333, -2.05395], [0.14558, -1.49239, 0.05944], [-1.09506, 0.97316, -1.38108], [-1.90760, -0.74489, 0.64105], [-0.01900, 1.48243, 1.27688], [-2.50537, -1.33441, -0.15712], [-1.95913, -1.40623, 1.51241], [0.54406, 0.37312, -1.75583]], "gap_ev": 9.0, "fmax_ev_per_a": 4.846, "total_charge": 0, "homo_energy_ev": -8.3013, "energy_ha": -3304.6683}



Record 5
{"formula": "C6H4O", "method": "wB97M-V/def2-TZVPD", "species": ["C", "C", "C", "O", "C", "H", "H", "H", "C", "H", "C"], "xyz": [[-1.65259, -0.03476, 0.41531], [1.03486, 1.43383, -1.51930], [-2.24903, -0.87340, 1.03775], [0.85545, -1.98852, 1.91039], [1.13620, -1.25516, 1.05329], [1.23871, 2.46313, -1.24139], [-1.10479, 0.69659, -0.14314], [0.57893, 1.23439, -2.48454], [1.61441, -0.51486, 0.09265], [-2.78865, -1.61223, 1.58765], [1.33650, 0.45099, -0.70867]], "gap_ev": 8.4, "fmax_ev_per_a": 1.063, "total_charge": 0, "homo_energy_ev": -8.8336, "energy_ha": -306.0813, "smiles": "C=C=C=C=O.C#C"}



Record 6
{"formula": "C5H5NO", "method": "wB97M-V/def2-TZVPD", "species": ["C", "O", "H", "C", "H", "C", "H", "C", "C", "H", "N", "H"], "xyz": [[-1.08738, -0.79663, 0.96899], [-1.99554, -0.83393, 1.76198], [0.11876, 1.32764, -1.53034], [0.45726, -0.78035, -1.56544], [-1.17870, 1.34709, 0.60005], [0.94646, 0.69171, 0.43709], [1.56861, -0.11602, 0.81245], [0.25291, 0.47424, -0.87306], [-0.54554, 0.48247, 0.42095], [-0.59519, -1.72353, 0.60457], [0.62233, -1.79433, -2.09788], [1.30793, 1.69073, 0.65657]], "gap_ev": 11.0, "fmax_ev_per_a": 1.085, "total_charge": 0, "homo_energy_ev": -10.2925, "energy_ha": -323.4706, "smiles": "N#C[C@@H]1C[C@@H]1C=O"}



Record 7
{"formula": "C5H6Br2N3O4", "method": "wB97M-V/def2-TZVPD", "species": ["C", "Br", "O", "H", "H", "H", "H", "H", "N", "N", "N", "Br", "C", "H", "O", "C", "O", "C", "O", "C"], "xyz": [[-0.08984, 1.35571, -0.29673], [4.73220, 1.30391, -0.97377], [-4.36066, 1.07375, -1.56192], [-0.99340, 1.86725, -0.51149], [-2.88716, -1.46953, 1.22265], [0.49782, 1.21991, -1.11391], [2.36567, -1.99222, 0.69645], [0.60288, 1.68728, 0.53333], [-3.51675, 0.32300, -1.43402], [-1.78444, -0.23480, 0.34733], [2.66254, 0.00474, 0.07206], [4.83924, -0.00420, 1.89517], [3.88800, 0.26396, 0.26852], [0.03143, -1.91945, 0.68546], [-2.77649, 0.59265, 0.20185], [0.43115, -1.01370, 0.43723], [-2.90395, -0.54346, -1.86068], [1.84104, -0.97329, 0.49144], [-2.13675, -1.55755, 0.72224], [-0.44254, 0.01603, 0.17878]], "s_squared": 2.029, "gap_ev": [5.9, 6.3], "fmax_ev_per_a": 4.668, "spin_multiplicity": 3, "total_charge": 1, "homo_energy_ev": [-10.5602, -13.6588], "energy_ha": -5806.7410}